Record 1
Computed, not measured: a 2-piece molecular cluster, C4H8NO2 overall, with ωB97M-V/def2-TZVPD.

Values from the calculation:
HOMO level (eV): -4.302
Molar mass (g/mol): 102.11
DFT total energy (hartree): -362.47990
Energy above the lowest of the compared OMol25 structures with the same formula, charge and spin (kcal/mol): 27.81
LUMO level (eV): 4.01

```
! RIJCOSX wB97M-V def2-TZVPD def2/J DEFGRID3
* xyz -1 1
O 2.655 -0.638 -0.119
C 2.308 -1.555 -0.879
O 1.158 -1.972 -1.148
H 3.152 -2.095 -1.399
N -0.875 0.125 -1.401
C -1.445 0.373 -0.082
C -0.363 1.510 1.870
C -0.378 0.569 0.950
H -1.611 -0.181 -2.023
H -0.152 -0.596 -1.361
H -2.085 -0.442 0.259
H -2.071 1.275 -0.061
H 0.402 1.485 2.633
H -1.124 2.285 1.874
H 0.428 -0.142 0.886
*
```

Löwdin atomic charge list, values in e, 8 entries: -0.123 -0.672 -0.156 0.084 -0.005 -0.316 -0.030 -0.186



Record 2
Computed, not measured: C3H3FO2Tl as an isolated structure at a distorted geometry, with ωB97M-V/def2-TZVPD.

Values from the calculation:
HOMO level (eV): -13.409
Molar mass (g/mol): 294.44
DFT total energy (hartree): -538.42234
Energy above the lowest of the compared OMol25 structures with the same formula, charge and spin (kcal/mol): 103.58
LUMO level (eV): -4.83

```
! RIJCOSX wB97M-V def2-TZVPD def2/J DEFGRID3
* xyz 1 1
H -1.672 -1.400 -0.297
H -0.033 -1.389 0.329
O -1.465 0.663 -0.231
O 0.225 0.602 1.064
C -0.921 -0.655 -0.570
C 0.933 -0.234 0.281
C -0.740 1.430 0.491
H -0.743 -0.631 -1.647
F 1.653 0.104 -0.793
Tl 2.762 1.511 1.373
*
```

Löwdin atomic charge list, values in e, 8 entries: 0.127 0.257 -0.014 -0.267 -0.003 -0.402 -0.006 0.132



Record 3
Computed, not measured: one molecule with the formula C18H18N2OS, with ωB97M-V/def2-TZVPD.

Values from the calculation:
HOMO level (eV): -8.154
Molar mass (g/mol): 310.42
DFT total energy (hartree): -1279.67923
Energy above the lowest of the compared OMol25 structures with the same formula, charge and spin (kcal/mol): 16.64
LUMO level (eV): 0.27

```
! RIJCOSX wB97M-V def2-TZVPD def2/J DEFGRID3
* xyz 0 1
C -4.668 -1.501 -1.754
C -5.085 -0.282 -0.973
O -6.214 0.155 -1.020
C -4.046 0.361 -0.122
C -4.457 1.331 0.791
C -3.532 1.957 1.604
C -2.196 1.615 1.525
C -1.772 0.636 0.625
N -0.408 0.352 0.569
C 0.221 -0.793 0.178
S -0.557 -2.233 -0.065
N 1.575 -0.700 0.059
C 2.343 0.412 -0.272
C 1.959 1.717 -0.554
C 2.943 2.641 -0.880
C 4.278 2.285 -0.937
C 4.655 0.968 -0.707
C 3.688 0.043 -0.387
C 3.839 -1.430 -0.171
C 2.419 -1.897 0.189
C 2.344 -2.434 1.616
C -2.699 0.026 -0.212
H -5.544 -1.956 -2.207
H -4.170 -2.219 -1.107
H -3.975 -1.210 -2.542
H -5.506 1.577 0.844
H -3.850 2.714 2.306
H -1.471 2.102 2.164
H 0.176 1.017 1.060
H 0.927 2.027 -0.572
H 2.649 3.657 -1.097
H 5.024 3.025 -1.184
H 5.689 0.668 -0.788
H 4.209 -1.914 -1.077
H 4.542 -1.649 0.634
H 2.050 -2.661 -0.503
H 1.326 -2.726 1.861
H 2.673 -1.674 2.323
H 2.982 -3.308 1.712
H -2.359 -0.699 -0.930
*
```

Löwdin atomic charge list, values in e, 8 entries: -0.010 -0.401 0.086 -0.146 -0.019 -0.069 -0.017 -0.239



Record 4
Computed, not measured: C44H26N11OV as an isolated structure at a distorted geometry, with ωB97M-V/def2-TZVPD.

Values from the calculation:
HOMO level (spin up / spin down) (eV): -3.151 / -3.547
Molar mass (g/mol): 775.71
DFT total energy (hartree): -3314.15606
LUMO level (spin up / spin down) (eV): 1.30 / 1.12

```
! RIJCOSX wB97M-V def2-TZVPD def2/J DEFGRID3
* xyz -1 2
V 0.126 -0.303 0.141
C -5.415 -2.095 -2.946
C -4.632 -1.971 -4.103
C -3.289 -1.636 -4.024
C -2.749 -1.417 -2.765
C -1.393 -1.103 -2.339
N -0.382 -1.022 -3.179
C 0.860 -0.841 -2.756
C 2.010 -0.918 -3.644
C 2.106 -1.074 -5.020
C 3.373 -1.079 -5.585
C 4.518 -0.940 -4.788
C 4.416 -0.798 -3.409
C 3.145 -0.787 -2.851
C 2.687 -0.622 -1.475
N 3.507 -0.479 -0.448
C 3.069 -0.404 0.801
N 1.770 -0.521 1.268
C 1.769 -0.377 2.640
N 0.756 -0.522 3.485
C -0.459 -0.811 3.066
N -0.925 -0.827 1.766
C -2.254 -1.219 1.786
N -3.067 -1.405 0.762
C -2.654 -1.289 -0.482
N -1.389 -0.980 -0.962
C -3.525 -1.537 -1.619
C -4.867 -1.885 -1.690
C -2.660 -1.434 3.167
C -3.880 -1.789 3.728
C -3.959 -1.867 5.112
C -2.840 -1.599 5.913
C -1.621 -1.254 5.346
C -1.548 -1.176 3.962
C 3.129 -0.108 3.071
C 3.664 0.166 4.324
C 5.026 0.404 4.409
C 5.842 0.366 3.267
C 5.306 0.092 2.019
C 3.937 -0.141 1.936
N 1.300 -0.632 -1.463
H -6.460 -2.363 -3.038
H -5.086 -2.145 -5.071
H -2.670 -1.548 -4.908
H 1.212 -1.173 -5.624
H 3.484 -1.188 -6.658
H 5.494 -0.946 -5.257
H 5.292 -0.692 -2.781
H -5.455 -1.986 -0.787
H -4.737 -1.986 3.096
H -4.897 -2.134 5.584
H -2.932 -1.665 6.991
H -0.749 -1.046 5.954
H 3.026 0.197 5.199
H 5.472 0.631 5.371
H 6.903 0.562 3.366
H 5.921 0.064 1.127
O 0.258 3.355 1.720
C -0.283 2.375 1.221
N 0.220 1.630 0.192
C 1.331 2.272 -0.504
C 1.210 2.261 -2.013
C 2.374 2.437 -2.763
C 2.295 2.456 -4.140
C 1.052 2.301 -4.742
C -0.047 2.137 -3.918
N 0.016 2.120 -2.583
C -1.644 2.005 1.784
C -1.862 2.183 3.146
C -3.118 1.919 3.655
C -4.119 1.505 2.788
C -3.806 1.362 1.447
N -2.593 1.597 0.943
H 1.417 3.308 -0.179
H 2.282 1.810 -0.244
H 3.328 2.526 -2.257
H 3.190 2.566 -4.741
H 0.941 2.290 -5.819
H -1.036 1.996 -4.345
H -1.044 2.512 3.771
H -3.314 2.021 4.716
H -5.118 1.286 3.143
H -4.556 1.024 0.740
*
```

Löwdin atomic charge list, values in e, 8 entries: 1.021 -0.097 -0.100 -0.023 -0.113 -0.260 0.195 -0.271